(1)
74
Properties=species:S:1:pos:R:3:forces:R:3 method="wB97M-V/def2-TZVPD" homo_energy_ev=-5.753 de_lowest_kcal_mol=33.8 e_lumo_ev=1.515 total_charge=-1 spin_multiplicity=1
Sr -0.1869 -0.7435 0.4220 -0.81 -0.32 -0.15
O -5.0061 -3.2962 1.1067 -0.13 0.07 0.30
C -5.3844 -2.0531 1.4384 0.02 -0.26 -0.01
C -6.5849 -1.8916 2.1364 -0.07 0.08 0.02
C -7.0228 -0.6306 2.4976 0.06 0.05 -0.02
C -6.2757 0.5041 2.1702 0.00 -0.18 -0.03
C -5.0794 0.3373 1.4936 -0.06 0.02 0.03
C -4.6111 -0.9244 1.1251 0.03 0.40 -0.01
C -3.2845 -1.0210 0.4524 0.19 0.07 -0.31
O -2.5005 -0.0225 0.4352 -0.96 -0.56 -0.01
N -3.0656 -2.2198 -0.1156 0.73 0.14 0.00
N -1.7519 -2.3826 -0.5098 -1.11 0.12 -0.09
C -1.4571 -3.3548 -1.2600 0.50 -0.29 -0.31
C -0.0242 -3.5573 -1.6321 -0.39 0.24 0.47
C 0.3088 -4.2683 -2.7735 0.01 -0.17 -0.18
C 1.6427 -4.3941 -3.1201 -0.04 -0.08 -0.13
C 2.6063 -3.8269 -2.3068 0.08 -0.03 -0.02
C 2.1873 -3.1487 -1.1762 -0.32 0.10 0.39
N 0.9034 -3.0031 -0.8338 0.17 -0.14 -0.46
H -4.1175 -3.1848 0.6503 -0.18 -0.09 -0.26
H -7.1530 -2.7813 2.3834 0.03 0.06 -0.01
H -7.9538 -0.5282 3.0472 0.06 0.00 -0.06
H -6.6225 1.4935 2.4439 0.02 -0.05 -0.01
H -4.4684 1.1909 1.2246 0.00 -0.04 0.04
H -2.2227 -4.0166 -1.6581 -0.01 -0.15 -0.04
H -0.4745 -4.7033 -3.3828 0.04 0.02 0.01
H 1.9261 -4.9281 -4.0188 -0.01 -0.01 0.01
H 3.6620 -3.9085 -2.5313 -0.05 0.00 0.01
H 2.9123 -2.7076 -0.4949 -0.11 0.00 -0.06
O 2.0627 -0.2658 0.5061 1.36 0.49 -1.36
C 2.0193 0.0224 -0.7326 0.07 -0.01 -0.08
O 0.9958 -0.0844 -1.4806 1.48 0.56 -0.22
C 3.2824 0.5495 -1.3752 -0.08 -0.01 0.09
C 3.2148 1.4263 -2.4521 0.03 -0.05 -0.09
C 4.3757 1.9455 -3.0144 -0.01 -0.03 0.03
C 5.6162 1.5632 -2.5217 -0.01 0.16 -0.15
C 5.6497 0.6709 -1.4710 0.53 -0.09 0.45
C 4.5159 0.1673 -0.8725 -0.03 -0.07 0.21
N 6.9831 0.2267 -0.9495 -0.47 -0.34 -0.92
O 7.0058 -0.7602 -0.2489 -0.01 0.12 0.33
O 7.9681 0.8087 -1.3585 0.07 0.25 0.18
H 2.2385 1.6874 -2.8431 0.03 0.00 0.03
H 4.3185 2.6460 -3.8397 0.00 -0.06 0.05
H 6.5415 1.9376 -2.9368 -0.04 0.00 0.01
H 4.5841 -0.4988 -0.0208 -0.03 0.06 -0.07
O -0.7999 -1.8587 2.2268 -0.70 -0.76 1.85
N 0.0322 -2.8184 2.2119 0.25 -0.59 0.40
C 1.2201 -2.5679 2.7188 0.71 -0.11 0.29
C 1.5625 -1.3072 3.3586 -0.09 -0.50 -0.32
N 1.8380 -0.3059 3.8560 -0.09 -0.09 0.01
C 2.2130 -3.6240 2.6472 -0.50 0.59 0.10
N 3.0139 -4.4494 2.5999 -0.01 0.02 -0.04
C -0.9031 2.8100 3.2060 -0.09 0.05 -0.15
C -1.4659 2.9974 1.7915 0.14 -0.14 0.32
As -0.3593 2.1335 0.4283 -0.31 1.40 -0.08
C 1.1939 3.3273 0.4702 0.06 0.18 -0.05
C 0.9366 4.8270 0.3448 0.08 -0.04 0.04
C -1.3493 2.8170 -1.1420 0.02 -0.24 -0.09
C -1.4902 1.8262 -2.3028 0.01 0.04 0.15
H -1.5815 3.2154 3.9596 -0.01 0.02 -0.02
H 0.0597 3.3089 3.3291 0.02 0.04 -0.04
H -0.7452 1.7572 3.4438 -0.02 -0.05 -0.06
H -1.5943 4.0503 1.5463 -0.03 0.11 0.00
H -2.4359 2.5122 1.6930 -0.07 -0.05 0.04
H 1.8731 2.9792 -0.3106 0.02 0.03 -0.05
H 1.6905 3.0969 1.4125 0.06 0.00 0.08
H 0.5076 5.0923 -0.6225 0.00 -0.03 0.00
H 1.8681 5.3895 0.4498 -0.01 -0.01 -0.01
H 0.2518 5.1884 1.1150 0.03 -0.04 0.00
H -0.8754 3.7368 -1.4766 0.02 0.10 -0.05
H -2.3323 3.0851 -0.7568 -0.09 0.01 0.00
H -0.5294 1.5823 -2.7556 0.04 0.03 0.04
H -2.1401 2.2407 -3.0765 0.00 0.01 -0.03
H -1.9326 0.8866 -1.9676 -0.02 0.04 0.05


(2)
135
Properties=species:S:1:pos:R:3:forces:R:3 method="wB97M-V/def2-TZVPD" homo_energy_ev="-9.516 / -9.516" e_lumo_ev="-2.593 / -2.611" total_charge=+1 spin_multiplicity=6
Mn -13.2069 -12.5532 -21.7959 -0.80 0.14 2.19
Br -13.1602 -12.4499 -19.2321 -0.05 0.08 -0.03
C -8.5817 -10.0926 -18.6420 0.28 -0.02 -0.56
C -8.1222 -8.6166 -18.7951 -2.21 -2.41 -1.13
C -9.2609 -7.7815 -19.3106 0.51 0.82 -0.31
O -9.5119 -7.8696 -20.7874 0.30 0.57 1.52
C -8.4878 -7.6074 -21.8034 -0.14 -0.23 1.20
N -7.7547 -8.2567 -17.4859 1.84 1.25 1.58
H -9.4899 -10.1441 -18.0415 -0.28 0.28 -0.14
H -7.8527 -10.5983 -18.0088 0.23 -0.44 -0.52
H -8.7591 -10.6246 -19.5766 0.13 -0.16 -0.04
H -7.3980 -8.4710 -19.5966 1.01 -0.29 0.66
H -9.0186 -6.8043 -18.8929 0.01 0.85 -1.11
H -10.1229 -8.0259 -18.6899 -0.82 -0.40 -1.02
H -9.0007 -7.2900 -22.7113 -0.22 -0.51 0.06
H -7.8860 -8.5094 -21.9144 -0.14 -0.13 -0.44
H -7.7595 -6.8133 -21.6388 -0.24 0.29 0.82
H -7.2325 -9.0263 -17.0921 0.55 0.19 0.00
H -8.4668 -8.1460 -16.7783 -0.77 0.34 -0.56
C -13.7308 -14.2652 -25.6962 -1.29 -1.11 0.47
C -13.9209 -13.9624 -24.1903 -0.11 -1.27 -0.24
C -13.6440 -15.2006 -23.3036 -0.72 1.37 0.36
O -13.8925 -14.7408 -21.9533 0.34 -0.83 -0.56
C -13.7619 -15.7651 -20.9742 -0.05 -0.71 1.04
N -13.0705 -12.8344 -23.8557 1.07 -0.62 -1.91
H -14.0047 -13.4287 -26.3392 0.07 0.00 0.06
H -14.3548 -15.1208 -25.9546 -0.50 0.18 -0.19
H -12.7633 -14.6763 -25.9844 0.51 0.55 0.46
H -14.8482 -13.4885 -23.8684 -1.02 -1.31 -0.71
H -12.6227 -15.5773 -23.3600 0.12 0.06 -0.29
H -14.3395 -15.9847 -23.6028 -0.06 -0.16 0.23
H -13.8216 -15.3524 -19.9672 -0.42 0.48 -0.24
H -12.8094 -16.2930 -20.9266 0.26 0.21 -0.75
H -14.5113 -16.5488 -21.0856 -0.32 0.21 -0.20
H -13.4431 -12.2232 -24.5682 0.33 1.26 0.21
H -12.2363 -13.1750 -24.3119 1.23 0.66 0.36
C -11.4270 -16.3929 -17.6469 -1.48 2.10 -0.11
C -9.9693 -16.0546 -17.6512 -0.82 -0.28 2.18
C -9.4170 -15.5607 -16.2461 -1.08 -0.89 -1.09
O -8.0420 -15.5527 -16.3878 1.96 1.26 1.97
C -7.3900 -15.3673 -15.0766 0.56 -0.90 -1.10
N -9.4081 -17.3442 -17.8851 2.08 -0.76 -0.62
H -11.9389 -15.4308 -17.6659 -0.72 0.15 0.42
H -11.7746 -16.9938 -16.8066 0.27 0.01 -0.10
H -11.7455 -16.8407 -18.5882 0.29 -0.45 -0.02
H -9.7819 -15.3190 -18.4334 0.39 0.32 0.09
H -9.6102 -16.2924 -15.4616 -0.76 -0.44 -0.09
H -9.8273 -14.6231 -15.8711 -0.09 0.39 -0.42
H -7.5333 -14.4313 -14.5367 -0.45 0.37 -0.62
H -6.3235 -15.4997 -15.2589 -0.04 0.22 -0.14
H -7.6454 -16.1586 -14.3718 -0.46 -0.26 -0.17
H -9.2625 -17.4125 -18.8822 -0.09 -0.52 -0.30
H -8.4654 -17.3276 -17.5229 0.43 -0.27 0.11
C -17.1401 -13.5005 -22.1550 0.17 0.55 -0.24
C -16.7545 -12.0307 -21.8031 -0.55 -1.54 1.02
C -17.0673 -11.6499 -20.3275 -0.11 0.53 -1.29
O -16.8343 -10.2292 -20.1154 -0.49 -1.76 0.44
C -17.1221 -10.0016 -18.7141 1.30 1.17 -0.79
N -15.2513 -11.8431 -21.9987 -2.48 -0.12 -0.27
H -17.2763 -13.7324 -23.2112 0.59 0.65 -0.51
H -18.1248 -13.8509 -21.8455 0.23 0.17 1.03
H -16.2822 -14.0874 -21.8269 -0.50 -0.46 0.37
H -17.2094 -11.3074 -22.4798 -0.42 0.01 0.20
H -16.4294 -12.2392 -19.6688 0.12 -0.08 0.14
H -18.1143 -11.8748 -20.1242 -0.12 -0.06 0.07
H -16.3666 -10.5096 -18.1147 -0.47 -0.77 0.23
H -18.1697 -10.2000 -18.4874 0.16 -0.16 0.19
H -16.8421 -8.9656 -18.5237 -0.59 0.25 -0.11
H -15.3784 -11.6586 -22.9836 1.13 0.87 -0.41
H -15.3170 -10.9778 -21.4820 1.57 1.31 -0.25
C -15.9927 -12.1715 -14.0946 1.72 1.06 0.87
C -15.0138 -12.0048 -15.2822 -2.54 2.52 -1.56
C -13.7547 -11.2030 -15.0495 -0.29 -1.52 1.32
O -14.0424 -10.1383 -14.1804 -0.15 1.09 0.17
C -12.8987 -9.3552 -13.9073 1.42 -0.80 -0.66
N -14.8854 -13.2486 -15.9829 0.18 -1.38 0.52
H -15.3851 -12.5236 -13.2609 -0.31 -1.17 0.10
H -16.9204 -12.7087 -14.2914 0.43 -0.34 -0.11
H -16.2580 -11.2242 -13.6250 -0.23 0.43 -0.74
H -15.5344 -11.3753 -16.0039 -0.67 0.74 -0.02
H -13.2836 -10.8444 -15.9647 0.05 -0.21 -0.19
H -13.1949 -11.9995 -14.5593 1.42 0.37 0.30
H -12.9837 -8.4415 -13.3191 -0.93 -0.50 0.31
H -12.3701 -9.0284 -14.8027 -0.41 0.21 -0.78
H -12.1326 -10.0201 -13.5084 0.08 0.03 0.83
H -15.8669 -13.4227 -16.1458 0.01 -0.93 -0.36
H -14.4561 -13.1928 -16.8954 0.25 0.40 -0.09
C -15.4496 -8.2630 -22.6223 -0.45 2.67 -1.82
O -14.5608 -8.7605 -21.7151 2.80 -1.44 0.38
C -13.1118 -8.4728 -22.0528 -1.30 -0.41 0.16
C -12.1905 -9.4969 -21.4471 -1.96 1.21 1.74
N -12.0322 -10.7016 -22.1994 0.83 -0.95 -0.32
C -10.7393 -11.2227 -21.7121 -0.12 -0.54 0.28
C -10.3647 -12.6356 -22.1136 0.50 0.62 -0.89
O -11.3253 -13.5951 -21.6864 1.52 -0.71 -0.12
C -10.7099 -14.8762 -21.3543 0.02 0.70 0.80
H -15.1694 -7.2268 -22.8120 -0.08 0.58 -0.09
H -16.5024 -8.1588 -22.3600 0.15 -0.75 0.97
H -15.4521 -8.6415 -23.6445 0.36 -1.01 -0.12
H -12.8078 -7.5060 -21.6515 -0.47 0.22 -0.08
H -12.9537 -8.4859 -23.1312 -0.42 0.29 -0.30
H -12.6898 -9.7764 -20.5194 0.11 -0.13 0.37
H -11.2515 -9.0406 -21.1339 0.13 0.15 -0.48
H -11.8831 -10.4538 -23.1671 -0.14 -0.01 -0.40
H -10.8175 -11.2712 -20.6260 0.03 0.30 0.11
H -10.0119 -10.4614 -21.9939 0.67 -0.47 0.14
H -9.3734 -12.7918 -21.6880 -0.08 -0.31 0.23
H -10.2457 -12.7532 -23.1907 0.10 0.14 -0.33
H -10.9358 -15.0326 -20.2995 -0.23 -0.34 -0.10
H -9.6242 -14.7970 -21.4088 -0.07 0.04 -0.28
H -11.0488 -15.7019 -21.9800 -0.10 0.30 -0.03
C -19.6864 -3.2363 -19.8382 -0.30 -1.30 0.14
O -19.5436 -4.6383 -19.4414 0.56 1.12 0.94
C -19.4649 -4.8410 -17.9680 0.54 0.45 -2.32
C -18.6375 -6.1012 -17.7172 0.47 0.27 0.26
N -17.1967 -5.9695 -17.9474 -0.76 0.86 -0.46
C -16.8125 -6.0784 -19.3522 2.37 1.45 1.01
C -15.4092 -6.7604 -19.3924 -0.58 -1.68 -0.36
O -15.0511 -7.3100 -18.1284 -0.81 -0.07 0.34
C -14.0410 -8.2853 -18.0720 0.98 1.42 -0.06
H -20.7372 -3.0153 -19.6507 0.15 0.77 0.06
H -19.4654 -3.0811 -20.8942 -0.30 -0.80 -0.24
H -18.9662 -2.5430 -19.4039 -0.17 -0.18 0.91
H -20.4526 -4.8491 -17.5071 -0.33 -0.56 -0.30
H -19.0022 -3.9624 -17.5184 0.54 -0.06 -0.02
H -18.8714 -6.9581 -18.3490 -1.38 0.01 0.11
H -18.8885 -6.2738 -16.6706 0.54 -0.67 0.17
H -16.5690 -6.5671 -17.4289 -0.68 -0.13 0.44
H -16.5344 -5.0824 -19.6966 -0.75 0.33 -0.39
H -17.4963 -6.4926 -20.0931 -0.38 -0.40 0.48
H -14.5934 -6.1191 -19.7259 -0.09 0.25 -0.10
H -15.5506 -7.5862 -20.0896 0.59 -0.02 -0.12
H -14.3435 -9.3314 -18.0248 -0.29 0.05 -0.24
H -13.4614 -8.0052 -17.1924 -0.04 -0.50 0.35
H -13.3458 -8.0722 -18.8841 0.12 -0.57 -0.41


(3)
32
Properties=species:S:1:pos:R:3:forces:R:3 method="wB97M-V/def2-TZVPD" homo_energy_ev="-14.142 / -14.126" de_lowest_kcal_mol=9.7 e_lumo_ev="-7.751 / -9.692" total_charge=+2 spin_multiplicity=5
Os -0.4257 -1.2407 0.9682 -0.27 0.33 1.27
N -0.5157 0.3624 -0.7958 0.15 0.39 -0.42
N -1.8130 0.7360 -1.1772 0.06 0.20 -0.25
C -2.8499 0.1925 -0.5326 -0.28 -0.25 0.35
N -4.0908 0.5262 -0.7954 0.19 -0.11 0.03
N -2.4339 -0.7016 0.3850 0.61 -0.27 0.32
N -3.2232 -1.3920 1.2645 -0.72 -0.08 0.13
O -4.4195 -1.3416 1.2650 0.43 0.13 -0.19
O -2.5196 -2.0610 2.0356 0.07 0.12 -0.07
H -0.0007 1.1799 -0.4742 0.06 0.11 0.02
H -0.0232 -0.0490 -1.5852 0.04 0.03 -0.18
H -1.9528 1.4208 -1.9064 0.14 0.04 -0.06
H -4.3196 1.2161 -1.4964 -0.01 0.01 0.00
H -4.8446 0.0740 -0.2990 -0.10 -0.06 0.08
Cl 0.4535 -4.8637 0.4703 0.01 0.03 0.07
Si 0.0411 -3.1600 -0.4471 0.02 -0.31 -0.37
Cl 1.6041 -2.2944 -1.4137 0.08 -0.03 -0.02
Cl -1.5946 -3.2430 -1.6456 0.12 -0.03 0.03
Br 3.9017 0.2849 8.1661 -0.20 -0.06 -0.28
C 3.0118 -0.0043 6.5322 0.15 0.08 0.24
C 2.3920 -1.2303 6.2981 0.00 -0.05 0.04
C 1.7881 -1.4620 5.0813 0.13 -0.10 -0.05
C 1.7746 -0.4476 4.1181 -0.24 -0.14 -0.49
C 2.3701 0.7920 4.3733 -0.12 0.15 0.02
C 3.0007 1.0124 5.5779 0.01 -0.04 -0.05
C 1.0955 -0.6576 2.8540 0.89 0.47 1.23
O 0.5305 0.2884 2.2086 -0.46 -0.32 -0.74
O 0.9886 -1.8348 2.3137 -0.83 -0.26 -0.73
H 2.3931 -1.9888 7.0678 0.02 -0.01 -0.02
H 1.3169 -2.4137 4.8733 0.01 0.00 0.04
H 2.3457 1.5632 3.6145 0.02 0.03 0.05
H 3.4843 1.9560 5.7849 0.01 -0.01 0.00


| no. | F_max (Eh/bohr) | molar mass (g/mol) |
| --- | --- | --- |
| 1 | 0.041 | 750.13 |
| 2 | 0.076 | 846.91 |
| 3 | 0.031 | 643.77 |